DFT (ωB97M-V/def2-TZVPD) results for a molecular structure, C11H13BrRh.

The calculation puts the total energy at -3111.26450 hartree. For the LUMO energy (alpha / beta), the calculation gives 3.76 / 3.65 eV. The spin multiplicity is 5. The molar mass comes out at 328.0 g/mol. The charge is -1. As for the frontier orbital gap (alpha / beta): 6.04 / 5.89 eV. The value obtained for the HOMO energy (alpha / beta) is -2.283 / -2.239 eV. As for the expectation value of S²: 6.025.

Last column: natural (NBO) charge in e.
Atoms and positions in Å:
C (1.589, 1.499, 0.222)  -0.2832
C (0.584, 1.932, 1.143)  -0.3077
C (0.439, 0.902, 2.140)  -0.3014
H (0.010, 2.863, 1.076)  0.2412
C (1.341, -0.166, 1.822)  -0.3446
C (2.035, 0.184, 0.633)  -0.3144
H (2.822, -0.416, 0.143)  0.2225
H (1.967, 2.080, -0.623)  0.2206
H (-0.312, 0.897, 2.945)  0.2427
H (1.448, -1.115, 2.373)  0.2252
Rh (-0.153, 0.060, 0.122)  0.6047
Br (-2.390, 0.868, 0.863)  -0.6014
C (-1.285, -1.026, -1.690)  -0.3304
C (0.109, -1.360, -1.704)  -0.3560
C (0.835, -0.157, -1.980)  -0.2933
H (0.553, -2.364, -1.565)  0.2239
C (-0.123, 0.923, -2.102)  -0.3362
C (-1.430, 0.376, -1.932)  -0.2654
H (-2.366, 0.945, -1.963)  0.2417
H (-2.110, -1.725, -1.460)  0.2159
H (1.919, -0.085, -2.135)  0.2155
H (0.109, 1.984, -2.279)  0.2173
C (-1.358, -1.564, 1.332)  -0.7550
H (-0.722, -1.202, 2.191)  0.2434
H (-1.807, -2.049, 0.448)  0.2405
H (-1.706, -2.283, 1.982)  0.1341

DFT (ωB97M-V/def2-TZVPD) results for a single C11H13ClFN molecule.

The calculation puts the total energy at -1041.67256 hartree. For the LUMO energy, the calculation gives 0.37 eV. The spin multiplicity is 1. The structure (SMILES) is CC(C)/N=C(/c1ccccc1)[C@@H](F)Cl. The molar mass comes out at 213.7 g/mol. As for the frontier orbital gap: 9.44 eV. The value obtained for the HOMO energy is -9.069 eV.

Last column: natural (NBO) charge in e.
Atoms and positions in Å:
C (-2.213, 3.421, -0.073)  -0.1975
C (-2.275, 2.704, -1.261)  -0.2243
C (-1.451, 2.915, 0.942)  -0.2135
C (-1.654, 1.466, -1.445)  -0.1966
C (-0.874, 1.666, 0.847)  -0.1765
C (-0.969, 0.919, -0.348)  -0.0648
C (-0.260, -0.350, -0.297)  0.3166
C (2.309, -2.195, -0.262)  -0.6229
C (1.896, -1.504, 2.246)  -0.5981
C (-0.552, -1.490, -1.688)  0.1260
C (1.314, -1.816, 0.883)  -0.0931
N (0.547, -0.595, 0.594)  -0.4405
F (-1.797, -1.408, -2.260)  -0.3493
Cl (0.553, -0.742, -2.876)  -0.0590
H (-2.793, 4.299, 0.174)  0.2178
H (-2.390, 3.180, -2.247)  0.2161
H (-1.447, 3.446, 1.903)  0.2121
H (-1.682, 1.087, -2.458)  0.2322
H (-0.450, 1.185, 1.749)  0.2375
H (2.387, -1.329, -0.888)  0.2257
H (3.285, -2.403, 0.194)  0.2176
H (1.926, -3.051, -0.808)  0.2091
H (2.725, -0.710, 2.111)  0.2079
H (2.501, -2.366, 2.754)  0.2091
H (0.981, -1.080, 2.904)  0.2260
H (-0.363, -2.574, -1.483)  0.1946
H (0.748, -2.673, 1.092)  0.1877

DFT (ωB97M-V/def2-TZVPD) results for a molecular structure, C11H13ClO2.

The calculation puts the total energy at -1037.43714 hartree. For the LUMO energy, the calculation gives 0.87 eV. The spin multiplicity is 1. The molar mass comes out at 212.7 g/mol. As for the frontier orbital gap: 8.91 eV. The value obtained for the HOMO energy is -8.035 eV.

Last column: natural (NBO) charge in e.
Atoms and positions in Å:
C (-2.783, -1.628, -0.672)  -0.3144
C (-1.580, -1.203, -1.185)  -0.3145
C (-3.283, -0.492, -0.063)  0.0704
C (-1.359, 0.086, -0.796)  0.2662
C (1.843, -1.818, 0.879)  -0.4034
C (3.023, -0.855, 1.105)  -0.3965
C (0.336, 0.679, 1.560)  -0.1450
C (2.013, -0.510, 0.018)  -0.1570
C (0.973, 0.628, 0.271)  0.2784
C (-0.420, 2.509, -0.994)  -0.6320
C (-0.279, 1.018, -1.124)  -0.2311
O (-2.411, 0.548, -0.100)  -0.4096
O (1.178, 1.681, 1.112)  -0.4757
Cl (2.386, -0.661, -1.584)  0.0422
H (-3.182, -2.622, -0.821)  0.2372
H (-0.791, -1.845, -1.537)  0.2283
H (-4.335, -0.180, 0.303)  0.2075
H (2.161, -2.734, 0.407)  0.2279
H (1.070, -1.680, 1.562)  0.2148
H (3.037, -0.337, 1.984)  0.2192
H (3.873, -1.259, 0.732)  0.2190
H (-0.777, 0.943, 1.591)  0.1887
H (0.623, 0.001, 2.334)  0.1715
H (-0.937, 2.829, -0.012)  0.2173
H (-0.980, 2.994, -1.717)  0.2189
H (0.499, 3.133, -1.146)  0.2326
H (0.102, 0.775, -2.108)  0.2392

Question: What is the formula in the third record?
Answer: C11H13ClO2